[1]
Here is 10 unconnected molecules or ions with the total composition C40H110N10O10 in a non-equilibrium geometry from the OMol25 dataset. Energies are from ωB97M-V/def2-TZVPD.

Kohn-Sham gap ... 9.6 eV
Charge ... 0
2S+1 ... 1
DFT total energy ... -2889.65709 Ha
Structure (SMILES) ... COC[C@H](C)N.COC[C@H](C)N.COC[C@H](C)N.COC[C@H](C)N.COC[C@H](C)N.COC[C@H](C)N.COC[C@H](C)N.COC[C@H](C)N.COC[C@H](C)N.COC[C@H](C)N

XYZ file:
```
170
C40H110N10O10 (ωB97M-V/def2-TZVPD)
O -1.48835 -4.15212 -6.99815
O 0.44283 1.34084 8.66486
O -2.83821 1.47399 6.36625
O 2.93739 -5.57106 -0.63226
O 2.77999 1.41896 1.97958
O 0.01396 5.03578 0.69841
O -3.07838 -3.65778 -0.45980
O 3.01203 1.28697 -2.84301
O -0.34770 -0.15986 0.83388
O -3.60676 4.62480 -2.99662
N 0.81219 -1.58029 -5.32183
N 1.40280 1.78870 -5.18626
N -1.92559 1.46114 -4.13079
N -5.37411 3.98682 5.58582
N 1.83842 -7.21381 -3.90030
N 0.45175 2.42692 6.02276
N -3.38569 5.16084 2.33147
N 4.92912 -1.63967 1.36965
N 0.45147 0.20002 -2.84630
N -1.26258 -5.05441 -2.01799
C 0.17703 0.42352 -0.37559
C -0.01870 -0.41097 -1.60164
C 4.03530 0.68200 1.83319
C 2.29610 -7.11199 -2.47341
C 3.40904 2.29433 -3.84471
C -2.83178 -4.99657 -0.16435
C -3.49689 3.42404 -3.74954
C -1.47429 -2.07507 -4.83432
C -1.57081 -4.76166 -8.24820
C 3.77293 -0.82294 1.71832
C -2.48628 -5.66366 -1.53850
C -0.51501 -3.07785 -6.87659
C -1.97299 5.34641 2.24590
C 3.63914 1.41415 -1.61776
C -2.48245 0.14552 6.09634
C 2.58165 1.25285 5.39318
C 1.32863 1.27053 6.29906
C 1.63787 1.29218 7.79906
C 3.45047 -8.02310 -2.54075
C 0.53073 4.48987 -0.47688
C 3.66372 -4.44071 -0.18005
C -1.38678 4.70262 0.91667
C -4.37866 3.43074 7.75539
C 0.55714 -1.84384 -1.44977
C 3.28366 2.83794 -6.38885
C -1.01069 3.57723 -3.51476
C -1.28552 4.67352 3.42972
C 0.79422 1.71451 10.01572
C -2.16585 -7.15964 -1.28138
C 3.14438 -1.48042 2.98810
C -3.92875 1.98387 5.61935
C 2.84218 1.93541 -5.25685
C 2.83325 2.89975 1.84042
C -2.23801 2.63309 -3.30077
C -2.96113 -2.83612 0.68390
C -0.35669 0.72993 1.93263
C -4.21879 3.37549 6.24505
C -4.90065 5.26751 -3.11514
C 2.64484 -5.59931 -2.06706
C -0.18701 -2.61995 -5.43504
H 2.96695 3.25843 -3.59339
H -6.18182 3.48505 5.92632
H 0.27084 -2.16540 -0.44840
H -5.31022 3.64915 4.63609
H -1.09720 1.10758 -3.67377
H 4.23488 -7.60723 -3.17309
H 1.63635 -1.99099 -1.49151
H 3.20762 2.11054 5.63940
H 5.71980 -1.58742 1.99590
H -1.44590 -4.09506 -1.76084
H 3.46965 0.44414 -1.15037
H -3.55459 -3.19193 1.52609
H -0.45054 0.17743 2.86753
H 3.22201 0.91480 -5.30349
H 1.32208 0.57495 -2.49761
H 3.46017 -5.13903 -2.62516
H 2.33778 1.43404 4.34637
H -0.21330 4.78450 3.26813
H 4.71075 1.61289 -1.63408
H -2.43267 -5.42896 -8.24934
H -3.23611 -1.79897 0.49206
H -4.40509 2.82525 -3.68077
H 4.71698 0.94269 2.64279
H 2.23214 0.44647 8.14505
H -2.02406 4.95645 0.06959
H -2.28705 2.48170 -2.22245
H -3.36823 4.04020 6.09404
H -0.12545 2.55539 6.84156
H 0.96376 2.79122 10.01021
H 0.35811 -3.42151 -4.93659
H -0.32299 1.37285 -0.56753
H 3.21166 2.24432 -1.05546
H 0.41740 -3.29601 -7.39728
H -1.26132 -7.25065 -0.68001
H -0.05070 3.15932 -3.21165
H -1.43489 3.61764 1.00936
H 3.26657 -9.02711 -2.92318
H 3.83440 -8.15998 -1.52983
H -0.05751 1.58710 10.68389
H 3.09779 -2.56934 2.97457
H 3.35112 -4.34850 0.86008
H -3.63997 5.34911 3.29063
H 4.33105 2.58372 -6.55144
H -1.33116 3.58476 3.40455
H 1.05149 2.66010 -4.81566
H -1.24508 1.35895 1.87605
H 3.03730 -1.06050 0.94987
H 1.24036 0.63496 -0.26281
H -4.39674 4.45846 8.11809
H -2.99961 -7.67378 -0.80324
H 0.44554 -0.81797 -5.87368
H -0.64079 -5.32553 -8.32043
H -1.34431 -1.53660 -3.89556
H 0.70929 -0.59535 -3.41288
H 0.61251 5.26055 -1.24334
H 2.16422 -1.16509 3.34579
H 3.45325 3.33465 2.62436
H 1.73680 1.36279 10.43517
H -2.63069 0.76454 -3.93665
H -1.87926 6.43234 2.25441
H 4.56234 1.00534 0.93554
H -3.66961 -5.40105 0.40357
H -2.16302 -0.00955 5.06580
H -0.03558 3.64559 -0.87006
H -3.53602 2.92649 8.22847
H -1.49504 5.20549 4.35773
H -0.57053 -5.32632 -1.33444
H 5.30752 -1.35541 0.47739
H 1.65968 -1.88574 -5.77852
H 2.69366 2.73225 -7.29926
H -3.74201 5.97853 1.85764
H 2.20453 2.20242 7.99517
H 3.23764 3.09447 0.84712
H -0.89834 -2.23103 -7.44585
H 1.56203 4.14956 -0.38357
H -3.53853 3.72066 -4.79758
H 4.49822 2.33022 -3.86717
H -4.81498 1.36171 5.74430
H 1.78984 -4.96691 -2.30611
H -3.31539 -5.56612 -2.23933
H -2.14028 -2.93780 -4.81868
H 0.76869 0.36526 6.06441
H -1.58254 -4.14612 -9.14769
H -5.64903 4.94021 -2.39340
H -1.95108 -1.33623 -5.47844
H 3.23393 0.39135 5.53615
H -1.11203 4.52459 -2.98530
H -2.00504 -5.12954 0.53344
H -3.72497 2.22840 4.57686
H 0.13052 -2.59424 -2.11535
H -1.71770 -0.17779 6.80255
H -3.28218 -0.56640 6.30055
H -1.90476 -7.63034 -2.22921
H -1.91408 -2.80830 0.98557
H 3.21270 3.89794 -6.14497
H -4.79007 6.33833 -2.94420
H 4.71761 -4.71106 -0.24585
H -0.28186 2.13554 5.39267
H 3.51394 -3.48771 -0.68745
H 1.37651 -8.09732 -4.06202
H 1.09277 -6.54837 -4.04624
H -0.86680 3.88966 -4.54907
H 1.18268 1.10227 -4.47882
H 3.85163 -1.25363 3.78589
H 1.49547 -7.40587 -1.79464
H 1.83249 3.33167 1.83531
H -5.34601 5.21691 -4.10871
H 0.51237 1.38696 1.96644
H -1.09316 -0.57119 -1.69096
H -5.23860 2.88596 8.14503
```

***

[2]
Here is a molecular structure, C6H13Br2INO in a non-equilibrium geometry from the OMol25 dataset. Energies are from ωB97M-V/def2-TZVPD.

Kohn-Sham gap ... 6.1 eV
Charge ... -1
2S+1 ... 1
DFT total energy ... -5812.18179 Ha

XYZ file:
```
24
C6H13Br2INO (ωB97M-V/def2-TZVPD)
I 2.50635 -4.14623 0.65185
Br 0.81730 3.85638 0.33518
Br -1.97609 2.28075 1.04817
O -0.57266 -1.18434 1.23897
N -2.05705 0.21881 -1.87787
C -2.03851 -0.44042 -0.53719
C -0.37525 1.18525 0.69218
C 2.05369 1.29685 -0.11169
C 0.63550 -2.02373 1.13095
C -0.67686 -0.26802 0.17293
C 0.63189 1.95796 -0.23883
H 0.30337 1.95347 -1.29393
H 0.10485 -0.49297 -0.59826
H -1.37377 -0.28596 -2.44690
H 0.14709 1.06607 1.66536
H -2.91701 -0.17147 0.07759
H -2.13926 -1.53777 -0.73632
H 2.72859 1.91116 0.51367
H 1.97128 0.27695 0.31848
H 0.45433 -2.87267 1.80786
H -2.97572 0.05084 -2.29091
H 1.48725 -1.41925 1.50673
H 2.46402 1.18481 -1.13816
H 0.79667 -2.39646 0.11015
```

***

[3]
Here is C4H3ClFNS in the gas phase in a non-equilibrium geometry from the OMol25 dataset. Energies are from ωB97M-V/def2-TZVPD.

Kohn-Sham gap ... 7.9 eV
Charge ... 0
2S+1 ... 1
DFT total energy ... -1167.15619 Ha
Structure (SMILES) ... N#CC(=S)[C@@H](Cl)CF

XYZ file:
```
11
C4H3ClFNS (ωB97M-V/def2-TZVPD)
Cl -0.62171 -1.58445 1.20513
S 1.53940 1.66420 0.79899
F -2.54937 0.33485 -0.36161
N 2.64950 -1.86213 -0.52379
C 1.13221 0.16924 0.21110
C 2.05203 -0.87830 -0.17991
C -0.24285 -0.37610 -0.15649
C -1.30419 0.76976 -0.04739
H -0.37296 -0.94777 -1.05422
H -1.02246 1.54673 -0.85509
H -1.25961 1.16397 0.96327
```